A cluster of 2 separate species, C2H3I in total. Source: the Open Molecules 2025 dataset; level of theory: ωB97M-V/def2-TZVPD.

```
6
Properties=species:S:1:pos:R:3
C -0.22388 -0.95698 -0.06144
C -1.29346 -0.29422 0.08970
I -3.27576 0.12558 -0.01347
H 0.59408 -0.45521 0.32388
H -0.24292 -2.02451 -0.23957
H -0.97598 2.66843 -0.11771
```

Energy relative to the best compared isomer or geometry (same formula, charge and spin) in kcal/mol: 122.8
Kohn-Sham gap (spin up / spin down) in eV: 7.75 / 9.53
HOMO energy (spin up / spin down) in eV: -7.862 / -9.586


The molecule C3H3BrS. Source: the Open Molecules 2025 dataset; level of theory: ωB97M-V/def2-TZVPD.

```
8
Properties=species:S:1:pos:R:3
C 0.06085 0.61623 0.23959
C 0.43991 0.22218 -1.28064
C -0.72910 -0.04830 1.09300
S -0.93983 0.33708 2.77777
Br 1.43135 1.45055 -2.28816
H 0.67098 1.50199 0.40829
H 0.06951 -0.67288 -1.83161
H -1.16524 -0.97654 0.78650
```

Energy relative to the best compared isomer or geometry (same formula, charge and spin) in kcal/mol: 0.0
Kohn-Sham gap (spin up / spin down) in eV: 8.55 / 6.40
Spin multiplicity: 3
HOMO energy (spin up / spin down) in eV: -7.709 / -8.997


The ion C11H20N3O with charge +1. Source: the Open Molecules 2025 dataset; level of theory: ωB97M-V/def2-TZVPD.

```
35
Properties=species:S:1:pos:R:3
C -1.19634 1.19891 -1.61526
C -1.01205 0.56473 -0.50441
N -0.05134 1.21027 0.51768
C -0.62024 2.38076 1.42424
C 1.16387 1.73352 0.02401
C 2.12490 0.57432 -0.20123
C 2.88590 0.20914 -1.26074
N 3.50387 -1.00124 -0.89985
N 3.20641 -1.22336 0.45109
C 2.29304 -0.37885 0.89417
O 1.68026 -0.51401 1.92021
C -1.52981 -0.89943 -0.14969
C -1.84062 -0.95288 1.38927
C -0.37272 -1.75070 -0.60779
C -2.87589 -1.22789 -0.84761
H -1.82664 0.74397 -2.35809
H -0.76270 2.14144 -1.77510
H 0.04438 0.53560 1.26165
H -1.58706 2.15643 1.77389
H -0.20515 2.40115 2.48005
H -0.50894 3.36236 0.96490
H 1.55517 2.58529 0.65175
H 0.94580 2.13921 -0.95924
H 2.86100 0.56080 -2.25343
H 4.43662 -1.28525 -1.21895
H 3.55132 -2.11339 0.78188
H -2.53157 -0.13114 1.81986
H -0.89482 -1.14897 1.87727
H -2.42834 -1.78385 1.54453
H 0.55545 -1.65722 -0.06562
H -0.62742 -2.78625 -0.51929
H -0.20832 -1.50906 -1.71809
H -3.62011 -0.63806 -0.46358
H -3.13559 -2.23704 -0.44236
H -2.97235 -1.25929 -1.91609
```

Energy relative to the best compared isomer or geometry (same formula, charge and spin) in kcal/mol: 84.5
Kohn-Sham gap in eV: 9.92
Charge: +1
HOMO energy in eV: -12.268


A structure of composition C17H18BrN5O8Pd. Source: the Open Molecules 2025 dataset; level of theory: ωB97M-V/def2-TZVPD.

```
50
Properties=species:S:1:pos:R:3
Pd 0.94432 -0.60881 -0.04770
O 0.93485 -3.26384 2.99194
C 0.51820 -2.59576 2.06930
O 1.34520 -2.01356 1.23750
C -0.96742 -2.50240 1.82440
C -1.74613 -3.41236 2.52907
C -3.11066 -3.48601 2.33848
C -3.75393 -2.66035 1.42467
C -2.97894 -1.75603 0.76040
C -1.58282 -1.60348 0.92947
O -1.00161 -0.67053 0.23940
N -3.61775 -0.86283 -0.21715
O -3.85192 0.27769 0.13132
O -3.87311 -1.31734 -1.31328
N -3.90370 -4.45728 3.08895
O -3.32477 -5.18327 3.87091
O -5.10518 -4.47729 2.88697
H -1.25103 -4.07227 3.22677
H -4.81810 -2.74038 1.25684
C 1.76712 2.89505 0.22706
N 0.50491 3.06038 -0.47425
C 0.18500 4.43165 -0.84634
C -0.02621 1.98587 -1.11244
O 0.71197 0.98142 -1.35750
N -1.29926 2.03109 -1.52656
C -2.30471 2.90866 -0.93998
C -1.79894 1.03866 -2.46992
H 1.84637 3.67882 0.97927
H 2.62059 2.96878 -0.45337
H 1.79826 1.93112 0.72763
H 1.11371 4.95133 -1.08964
H -0.31115 4.97323 -0.03921
H -0.44860 4.45063 -1.72763
H -1.94492 3.31389 0.00054
H -3.18944 2.31211 -0.73390
H -2.57725 3.72685 -1.61052
H -1.06290 0.25443 -2.60118
H -2.01044 1.51168 -3.43193
H -2.72050 0.60408 -2.08565
Br 7.49605 -0.59733 -1.37409
C 5.65254 -0.59760 -1.00159
C 4.76140 -0.05958 -1.91542
C 3.41752 -0.07276 -1.60045
N 2.95454 -0.58835 -0.45675
C 3.81932 -1.12108 0.41363
C 5.18186 -1.13842 0.18098
H 5.09781 0.35939 -2.85193
H 2.67841 0.34717 -2.26665
H 3.38205 -1.56171 1.29978
H 5.84935 -1.57335 0.90972
```

Energy relative to the best compared isomer or geometry (same formula, charge and spin) in kcal/mol: 1.1
Kohn-Sham gap in eV: 8.16
HOMO energy in eV: -8.548


A cluster of 2 separate species, C5H9NO3 in total. Source: the Open Molecules 2025 dataset; level of theory: ωB97M-V/def2-TZVPD.

```
18
Properties=species:S:1:pos:R:3
C -2.24696 -0.92078 -0.07725
N -1.10377 -0.02923 0.12165
O -1.45933 0.89470 1.12572
C -0.49671 0.69193 -1.01412
O -0.38562 1.90284 -0.98038
H -3.11076 -0.39179 -0.47594
H -2.49407 -1.39683 0.87063
H -1.93309 -1.69425 -0.77182
H -1.29952 1.76526 0.69142
H -0.30123 0.01130 -1.84509
C 2.30408 0.78870 0.57106
C 1.75694 -0.44891 -0.09129
C 0.65048 -1.17540 0.23597
O 0.23088 -2.27698 0.04860
H 1.62791 1.18473 1.32432
H 2.46493 1.57110 -0.17886
H 3.27511 0.57374 1.01900
H 2.52073 -1.05013 -0.57361
```

Energy relative to the best compared isomer or geometry (same formula, charge and spin) in kcal/mol: 120.1
Kohn-Sham gap in eV: 8.60
HOMO energy in eV: -8.183


A structure of composition C29H44AlBrCl6FI2N3O9S. Source: the Open Molecules 2025 dataset; level of theory: ωB97M-V/def2-TZVPD.

```
97
Properties=species:S:1:pos:R:3
C 8.59545 1.42379 1.31455
C 7.13060 0.90417 0.97806
C 7.00430 0.23497 -0.45306
C 5.90427 -0.89756 -0.35903
N 4.73035 -0.68545 -1.31100
C 3.59715 -1.27146 -0.61958
C 3.67517 -2.75961 -0.45161
N 2.68336 -3.44570 0.19270
C 1.56958 -2.78246 0.73733
C 1.39239 -1.33419 0.62125
C 0.12356 -0.69846 1.26377
I 0.70900 0.75216 2.78891
C -0.92859 -0.15713 0.19279
C -1.96369 0.78750 0.94730
I -2.12899 -1.91285 -0.41740
C 2.44152 -0.52470 -0.10753
C 2.28877 1.03379 -0.31277
O 1.60255 1.34053 -1.26086
O 2.86982 1.97681 0.50807
C 2.35186 3.29070 0.21337
C 3.04641 4.45248 1.04407
F 0.98133 3.32937 0.57534
H 8.78795 2.44187 0.88963
H 8.61161 1.54592 2.44124
H 9.38526 0.66463 1.07496
H 6.36267 1.72641 1.04104
H 6.87292 0.18516 1.81482
H 6.80383 0.99323 -1.26801
H 7.98994 -0.27830 -0.67140
H 5.44478 -0.85089 0.67747
H 6.32466 -1.94246 -0.43984
H 4.59141 0.33405 -1.35777
H 4.54186 -3.33541 -0.86567
H 2.77437 -4.46420 0.26897
H 0.81261 -3.41319 1.26486
H -0.38323 -1.52272 1.84795
H -0.42836 0.34001 -0.67538
H -2.21135 0.37210 1.96298
H -2.93639 0.86762 0.37415
H -1.57057 1.84424 1.01994
H 2.48624 3.56851 -0.87149
H 2.22999 5.08590 1.49120
H 3.59590 5.14051 0.33337
H 3.79823 4.09608 1.79142
C -6.40784 -0.16579 1.01642
C -7.51004 0.60397 1.41471
C -7.81267 1.80026 0.75110
C -7.02633 2.21863 -0.31301
C -5.93325 1.44706 -0.70726
C -5.62982 0.25998 -0.03424
H -6.15350 -1.10730 1.53330
H -8.12896 0.27289 2.24121
H -8.65970 2.39813 1.06597
H -7.25914 3.13932 -0.83426
H -5.29416 1.74388 -1.54499
H -4.77646 -0.33206 -0.34535
C 7.82151 4.08372 4.33307
C 7.01374 4.17452 3.09202
N 6.40186 4.22764 2.11992
H 8.65374 4.78555 4.28498
H 7.20172 4.32456 5.19647
H 8.21343 3.07316 4.44635
C -1.98097 -0.70816 5.98777
Cl -3.04016 -1.29105 7.28061
Cl -1.15444 0.77388 6.50873
Cl -0.76119 -1.94937 5.61668
Cl -2.93455 -0.38053 4.53875
Br -5.17589 0.78189 -3.23204
Cl 2.46101 -2.37522 -2.63159
C 3.14002 -2.16659 -4.27140
C 2.11465 -2.42725 -5.35221
Cl 1.65161 -4.14556 -5.43486
H 3.99993 -2.82902 -4.36673
H 3.49523 -1.13758 -4.33620
H 2.52865 -2.16251 -6.32582
H 1.20999 -1.83982 -5.19698
O 1.70962 -5.39526 -8.71686
H 1.52127 -5.02822 -7.84465
H 2.50129 -5.92774 -8.58159
Al -3.03102 -4.24357 0.73627
O -5.08095 -2.11109 2.52882
H -4.31961 -1.68173 2.91334
O -5.71327 4.30789 2.64345
S -6.30239 5.43083 1.89184
O -7.74582 5.19085 1.71830
O -5.66469 5.52689 0.56771
O -6.08463 6.67986 2.63235
C -7.63036 -4.38222 -1.68136
C -6.92069 -3.15251 -2.19095
O -6.05699 -2.60892 -1.53689
C -7.33123 -2.62730 -3.54321
H -7.23606 -4.64628 -0.69898
H -8.69918 -4.18249 -1.58706
H -7.46247 -5.21839 -2.36361
H -8.38740 -2.35126 -3.52521
H -7.15214 -3.38523 -4.30926
H -6.74175 -1.74107 -3.78263
```

Kohn-Sham gap in eV: 2.02
HOMO energy in eV: -5.802


Listing strongest force on any atom for the structures above in their given order: 3.67, 4.83, 4.88, 0.25, 3.49, 3.05 eV Å⁻¹.